[1]
{"formula": "C49H51BaN18O3", "method": "ωB97M-V with the def2-TZVPD basis set", "e_above_lowest_kcal_mol": 82.7, "orbital_gap_ha": 0.2825, "energy_ev": -85295.0328, "homo_ev": -9.53, "total_charge": 1, "species": ["Ba", "C", "C", "N", "C", "C", "C", "C", "C", "C", "C", "N", "C", "C", "N", "N", "H", "H", "H", "H", "H", "H", "H", "H", "H", "H", "H", "H", "H", "H", "H", "H", "H", "H", "C", "N", "C", "N", "C", "N", "C", "C", "C", "C", "C", "C", "C", "N", "N", "C", "O", "C", "C", "C", "C", "C", "C", "N", "C", "N", "C", "N", "C", "H", "H", "H", "H", "H", "H", "H", "H", "H", "H", "H", "H", "H", "H", "H", "H", "N", "N", "C", "O", "O", "H", "H", "H", "N", "C", "C", "C", "C", "C", "C", "N", "C", "C", "C", "C", "N", "C", "C", "H", "H", "H", "H", "H", "H", "H", "H", "H", "C", "C", "C", "N", "C", "C", "H", "H", "H", "H", "H"], "xyz": [[0.541, 0.162, -0.473], [-1.978, 1.864, 1.572], [-0.772, 2.798, 1.521], [-0.080, 2.744, 0.220], [-0.778, 3.395, -0.893], [-1.865, 2.529, -1.533], [-3.012, 3.104, -2.063], [-3.995, 2.273, -2.575], [-3.826, 0.899, -2.522], [-2.642, 0.397, -2.000], [-2.372, -1.109, -1.948], [-1.509, -1.513, -0.837], [-2.185, -1.742, 0.457], [-2.675, -0.444, 1.093], [-1.562, 0.479, 1.335], [-1.679, 1.207, -1.556], [-2.697, 2.148, 0.799], [-2.491, 1.992, 2.535], [-0.059, 2.474, 2.287], [-1.087, 3.822, 1.768], [0.821, 3.191, 0.324], [-0.038, 3.639, -1.661], [-1.246, 4.340, -0.584], [-3.140, 4.175, -2.051], [-4.902, 2.694, -2.985], [-4.596, 0.229, -2.872], [-1.865, -1.367, -2.883], [-3.334, -1.640, -1.946], [-1.025, -2.370, -1.085], [-1.453, -2.204, 1.123], [-3.039, -2.423, 0.342], [-3.224, -0.682, 2.012], [-3.387, 0.046, 0.422], [-1.027, 0.158, 2.139], [4.812, 5.117, -0.515], [4.092, 4.036, -1.168], [3.494, 3.027, -0.544], [2.657, 2.410, -1.347], [2.813, 3.097, -2.511], [3.672, 4.093, -2.446], [3.776, 6.063, 0.038], [3.262, 7.079, -0.761], [2.165, 7.815, -0.345], [1.531, 7.504, 0.843], [2.030, 6.482, 1.639], [3.176, 5.788, 1.258], [1.300, 6.027, 2.816], [1.747, 5.552, 3.918], [0.632, 5.088, 4.608], [-0.383, 5.336, 3.861], [-0.048, 5.945, 2.701], [-1.781, 4.968, 4.047], [-2.793, 5.670, 3.397], [-4.111, 5.277, 3.555], [-4.412, 4.169, 4.333], [-3.399, 3.461, 4.969], [-3.691, 2.195, 5.700], [-3.330, 1.083, 4.858], [-3.996, 0.551, 3.827], [-3.245, -0.319, 3.187], [-2.086, -0.267, 3.884], [-2.085, 0.569, 4.898], [-2.084, 3.871, 4.834], [5.469, 5.595, -1.240], [5.415, 4.655, 0.271], [3.676, 2.784, 0.487], [2.294, 2.854, -3.418], [3.720, 7.288, -1.717], [1.786, 8.615, -0.963], [0.643, 8.039, 1.143], [3.543, 4.994, 1.894], [-2.548, 6.526, 2.784], [-4.902, 5.831, 3.072], [-5.439, 3.856, 4.448], [-4.746, 2.112, 5.966], [-3.095, 2.109, 6.610], [-5.011, 0.812, 3.592], [-1.227, -0.856, 3.643], [-1.285, 3.327, 5.319], [0.386, -3.048, 2.748], [1.563, -2.326, 2.999], [2.003, -1.301, 2.187], [3.109, -0.832, 2.381], [1.176, -0.894, 1.281], [-0.151, -3.131, 3.608], [0.604, -3.984, 2.409], [2.271, -2.713, 3.611], [3.079, -6.893, -4.015], [3.819, -8.057, -3.986], [4.081, -9.026, -4.948], [4.877, -10.080, -4.555], [5.396, -10.171, -3.252], [5.133, -9.207, -2.306], [4.331, -8.130, -2.685], [3.918, -7.036, -1.948], [3.188, -6.334, -2.770], [2.544, -5.071, -2.397], [1.565, -4.459, -3.170], [1.027, -3.262, -2.735], [1.381, -2.656, -1.604], [2.312, -3.256, -0.858], [2.923, -4.446, -1.210], [2.613, -6.503, -4.814], [3.686, -8.962, -5.951], [5.109, -10.860, -5.267], [6.015, -11.018, -2.993], [5.529, -9.268, -1.304], [1.206, -4.897, -4.091], [0.281, -2.755, -3.338], [2.587, -2.749, 0.058], [3.681, -4.893, -0.586], [2.382, 0.071, -5.783], [3.153, -0.371, -4.721], [2.608, -0.332, -3.447], [1.380, 0.113, -3.191], [0.651, 0.536, -4.218], [1.103, 0.536, -5.528], [2.773, 0.058, -6.790], [4.158, -0.736, -4.869], [3.188, -0.664, -2.597], [-0.339, 0.900, -3.980], [0.466, 0.893, -6.322]], "lowdin_charge": [1.93, -0.18, -0.17, -0.18, -0.14, -0.27, -0.02, -0.04, -0.01, -0.28, -0.15, -0.20, -0.18, -0.23, -0.13, 0.01, 0.12, 0.10, 0.14, 0.10, 0.08, 0.12, 0.13, 0.12, 0.11, 0.12, 0.12, 0.13, 0.08, 0.09, 0.12, -0.04, 0.12, 0.07, -0.07, -0.12, -0.16, 0.05, -0.21, 0.13, -0.20, -0.02, -0.05, -0.01, -0.14, 0.03, -0.31, 0.14, 0.14, -0.32, 0.12, -0.15, -0.01, -0.05, -0.03, -0.21, -0.08, -0.11, -0.08, 0.05, -0.17, 0.16, 0.03, 0.13, 0.14, 0.14, 0.10, 0.12, 0.11, 0.12, 0.13, 0.12, 0.11, 0.12, 0.14, 0.14, 0.15, 0.12, 0.13, 0.02, -0.03, -0.78, 0.02, -0.54, 0.08, 0.09, 0.14, 0.17, -0.19, -0.02, -0.09, -0.09, -0.01, -0.22, 0.18, -0.29, -0.13, 0.00, -0.15, 0.01, -0.11, 0.02, 0.15, 0.11, 0.10, 0.10, 0.11, 0.11, 0.10, 0.10, 0.12, -0.06, -0.04, -0.17, -0.07, -0.16, -0.05, 0.11, 0.11, 0.11, 0.10, 0.11]}

[2]
{"formula": "C28H55N3O7PS2", "method": "ωB97M-V with the def2-TZVPD basis set", "orbital_gap_ha": 0.2751, "energy_ev": -79689.5671, "homo_ev": -5.35, "total_charge": -1, "species": ["C", "C", "C", "O", "C", "P", "S", "C", "C", "C", "C", "O", "C", "C", "O", "C", "C", "C", "C", "C", "C", "O", "C", "S", "C", "C", "C", "N", "O", "H", "H", "H", "H", "H", "H", "H", "H", "H", "H", "H", "H", "H", "H", "H", "H", "H", "H", "H", "H", "H", "H", "H", "H", "H", "H", "H", "H", "H", "H", "H", "H", "H", "C", "C", "C", "O", "C", "N", "H", "H", "H", "H", "H", "H", "H", "H", "H", "H", "H", "C", "C", "C", "O", "C", "N", "H", "H", "H", "H", "H", "H", "H", "H", "H", "H", "H"], "xyz": [[4.668, -5.194, 0.389], [3.417, -5.623, -0.386], [2.569, -4.429, -0.826], [2.660, -3.450, 0.158], [1.768, -2.368, -0.022], [1.596, -1.278, 1.590], [1.347, -3.174, 2.782], [-0.271, -0.971, 1.378], [-1.133, -1.118, 2.648], [-2.195, -2.243, 2.568], [-2.180, -3.129, 3.792], [-2.796, -2.511, 4.932], [-2.041, -1.674, 5.681], [-0.640, -2.057, 6.052], [-2.534, -0.675, 6.098], [3.548, -1.363, 1.754], [4.141, -1.711, 2.975], [5.531, -1.748, 3.129], [6.374, -1.436, 2.061], [5.788, -1.099, 0.838], [4.400, -1.063, 0.685], [1.685, -0.324, 3.047], [1.625, 1.044, 2.859], [0.040, 1.807, 3.412], [2.107, 1.299, 1.395], [1.664, 2.600, 0.729], [2.124, 3.782, 1.545], [3.298, 4.250, 1.540], [1.861, 0.190, 0.626], [4.425, -5.097, 1.438], [5.465, -5.926, 0.263], [5.065, -4.247, 0.037], [3.656, -6.250, -1.243], [2.804, -6.219, 0.288], [2.927, -4.064, -1.800], [1.530, -4.755, -0.964], [2.097, -1.767, -0.875], [0.790, -2.789, -0.288], [0.322, -3.704, 2.101], [-0.365, 0.051, 1.029], [-0.714, -1.586, 0.599], [-0.525, -1.306, 3.526], [-1.675, -0.188, 2.796], [-1.914, -2.901, 1.743], [-3.196, -1.869, 2.374], [-2.773, -4.020, 3.587], [-1.166, -3.467, 3.982], [-0.622, -2.790, 6.854], [-0.059, -2.450, 5.222], [-0.139, -1.154, 6.377], [3.537, -1.960, 3.834], [5.939, -2.010, 4.097], [7.445, -1.452, 2.191], [6.434, -0.848, 0.005], [3.978, -0.779, -0.266], [2.381, 1.452, 3.528], [0.565, 2.914, 3.946], [3.193, 1.441, 1.534], [2.186, 2.680, -0.221], [0.586, 2.641, 0.596], [1.388, 4.248, 2.191], [3.886, 3.713, 0.899], [-2.026, 1.204, -4.136], [-2.779, 0.019, -3.542], [-2.417, -0.285, -2.082], [-1.174, -0.918, -1.890], [-0.039, -0.065, -1.941], [-2.593, -1.150, -4.410], [-1.010, 0.939, -4.428], [-2.532, 1.559, -5.032], [-1.979, 2.033, -3.431], [-3.844, 0.275, -3.553], [-3.161, -0.988, -1.693], [-2.482, 0.622, -1.464], [-0.251, 0.922, -1.520], [0.318, 0.029, -2.972], [0.748, -0.523, -1.359], [-3.191, -1.904, -4.084], [-1.649, -1.495, -4.254], [-5.189, 6.586, -4.538], [-4.157, 6.051, -3.549], [-3.287, 4.913, -4.102], [-3.925, 3.656, -4.188], [-4.776, 3.480, -5.303], [-4.841, 5.675, -2.308], [-6.061, 5.937, -4.609], [-5.546, 7.563, -4.213], [-4.761, 6.699, -5.537], [-3.476, 6.875, -3.314], [-2.454, 4.763, -3.410], [-2.851, 5.184, -5.074], [-4.388, 3.993, -6.189], [-5.791, 3.824, -5.092], [-4.825, 2.411, -5.512], [-4.150, 5.440, -1.601], [-5.331, 4.801, -2.479]], "lowdin_charge": [-0.10, -0.22, -0.26, -0.27, -0.31, 0.55, 0.60, -0.24, -0.27, -0.17, -0.21, 0.00, -0.55, 0.01, 0.11, -0.24, -0.11, -0.10, -0.12, -0.10, -0.09, -0.34, -0.62, 0.80, -0.42, -0.15, -0.27, 0.09, -0.29, 0.07, 0.06, 0.07, 0.10, 0.10, 0.12, 0.12, 0.08, 0.08, -0.17, 0.07, 0.06, 0.04, 0.07, 0.10, 0.11, 0.12, 0.07, 0.09, 0.03, 0.09, 0.07, 0.09, 0.08, 0.09, 0.10, 0.11, -0.15, 0.14, 0.12, 0.10, 0.08, 0.04, -0.07, -0.42, -0.21, -0.19, -0.09, 0.04, 0.07, 0.06, 0.07, 0.13, 0.12, 0.12, 0.09, 0.08, 0.04, 0.07, 0.07, -0.07, -0.43, -0.21, -0.21, -0.11, 0.04, 0.06, 0.07, 0.08, 0.13, 0.12, 0.12, 0.09, 0.08, 0.08, 0.07, 0.07]}